1.
{
  "formula": "C41H45B2BrCl9IO7",
  "method": "ωB97M-V/def2-TZVPD",
  "symbols": ["C", "C", "C", "C", "C", "C", "C", "C", "C", "C", "O", "Br", "C", "C", "C", "C", "I", "C", "O", "C", "C", "C", "C", "C", "C", "C", "C", "C", "C", "C", "C", "C", "O", "Cl", "C", "B", "C", "O", "C", "B", "O", "O", "C", "C", "O", "H", "H", "H", "H", "H", "H", "H", "H", "H", "H", "H", "H", "H", "H", "H", "H", "H", "H", "H", "H", "H", "H", "H", "H", "H", "H", "H", "H", "H", "Cl", "C", "C", "Cl", "H", "H", "H", "H", "Cl", "C", "C", "Cl", "H", "H", "H", "H", "Cl", "C", "C", "Cl", "H", "H", "H", "H", "Cl", "C", "C", "Cl", "H", "H", "H", "H"],
  "xyz": [[-9.11, 2.78, 1.59], [-8.65, 1.61, 1.19], [-8.21, 0.08, 0.84], [-6.65, -0.03, 1.23], [-5.73, 1.21, 0.82], [-4.22, 1.14, 1.22], [-3.52, -0.06, 2.01], [-4.42, -1.29, 2.40], [-3.81, -2.59, 3.15], [-3.95, -2.55, 4.76], [-3.13, -3.27, 5.43], [-5.38, -1.42, 5.59], [-5.97, -1.25, 1.99], [-6.92, -2.49, 2.36], [-6.92, -3.69, 1.28], [-6.97, -3.23, -0.26], [-8.82, -4.80, 1.64], [-1.92, 0.05, 2.32], [-1.41, -0.30, 3.44], [-1.05, 0.68, 1.09], [0.41, 0.15, 0.71], [1.13, -1.01, 1.55], [0.53, -2.49, 1.32], [1.48, -3.59, 2.08], [2.84, -3.20, 2.82], [3.78, -4.28, 3.53], [3.40, -5.80, 3.58], [2.04, -6.22, 2.86], [1.10, -5.15, 2.14], [1.16, 0.81, -0.54], [2.63, 0.28, -1.00], [3.85, 1.04, -0.29], [4.32, 2.11, -0.82], [4.65, 0.43, 1.27], [0.44, 1.99, -1.37], [1.16, 2.64, -2.68], [1.64, 4.19, -2.84], [1.40, 1.73, -3.81], [-1.01, 2.54, -0.96], [-1.73, 3.74, -1.85], [-1.46, 5.14, -1.61], [-2.69, 3.34, -2.89], [-1.75, 1.88, 0.28], [-3.23, 2.37, 0.80], [-3.58, 3.58, 0.91], [-9.43, 3.73, 2.17], [-8.90, -0.62, 1.44], [-8.30, -0.02, -0.30], [-6.13, 2.12, 0.26], [-2.70, -2.69, 2.79], [-4.35, -3.52, 2.70], [-8.03, -2.19, 2.53], [-6.56, -2.92, 3.38], [-6.10, -4.48, 1.42], [-5.95, -3.38, -0.82], [-7.77, -3.87, -0.82], [-7.27, -2.13, -0.43], [2.27, -0.95, 1.39], [0.96, -0.76, 2.68], [0.31, -2.77, 0.23], [-0.48, -2.53, 1.91], [3.22, -2.11, 2.88], [4.77, -3.93, 4.04], [4.08, -6.56, 4.11], [1.70, -7.31, 2.84], [0.11, -5.46, 1.64], [2.77, 0.27, -2.15], [2.69, -0.84, -0.68], [1.16, 4.58, -3.84], [2.78, 4.34, -2.88], [1.13, 4.81, -2.00], [2.09, 2.15, -4.38], [-2.14, 5.69, -2.09], [-2.15, 3.32, -3.73], [7.50, -0.67, 3.86], [8.41, 0.80, 3.42], [8.63, 0.91, 1.92], [9.75, -0.34, 1.32], [9.36, 0.78, 3.97], [7.83, 1.65, 3.77], [9.08, 1.88, 1.68], [7.70, 0.82, 1.37], [6.92, 4.41, 1.21], [6.22, 4.80, -0.38], [6.59, 6.19, -0.85], [5.81, 7.46, 0.13], [5.13, 4.67, -0.31], [6.60, 4.05, -1.08], [6.25, 6.34, -1.88], [7.67, 6.35, -0.82], [3.34, -4.44, -3.17], [3.43, -2.83, -3.92], [4.66, -2.05, -3.48], [4.57, -1.58, -1.76], [2.51, -2.29, -3.68], [3.46, -2.98, -5.00], [4.74, -1.13, -4.06], [5.57, -2.63, -3.63], [0.45, 1.50, -7.27], [-0.84, 0.86, -6.21], [-2.11, 1.68, -6.31], [-1.92, 3.31, -5.61], [-0.45, 0.84, -5.19], [-1.03, -0.16, -6.53], [-2.91, 1.19, -5.75], [-2.44, 1.80, -7.35]],
  "lowdin_charge": [0.067, -0.116, -0.147, -0.104, 0.066, -0.016, 0.018, -0.076, -0.119, -0.645, -0.023, 0.687, -0.069, -0.271, -0.691, -0.182, 0.743, -0.218, 0.032, 0.037, -0.018, -0.188, -0.148, -0.134, -0.025, -0.069, -0.078, -0.071, -0.033, -0.016, -0.213, -0.635, -0.041, 0.597, 0.048, -0.405, -0.021, 0.014, 0.074, -0.492, 0.097, -0.014, 0.032, -0.227, 0.053, 0.054, 0.110, 0.117, 0.117, 0.121, 0.123, 0.073, 0.079, 0.075, 0.093, 0.043, 0.057, 0.047, 0.135, 0.122, 0.100, 0.075, 0.089, 0.082, 0.075, 0.084, 0.101, 0.046, 0.092, 0.081, 0.084, 0.103, 0.124, -0.076, 0.523, -0.661, -0.681, 0.535, 0.070, 0.071, 0.060, 0.035, 0.544, -0.676, -0.666, 0.537, 0.058, 0.071, 0.071, 0.068, 0.549, -0.660, -0.608, 0.674, 0.066, 0.074, 0.077, 0.073, 0.550, -0.648, -0.586, 0.705, 0.051, 0.077, 0.087, 0.075],
  "lumo_ev": -1.48,
  "max_force_ev_per_a": 7.007,
  "smiles": "C#CCc1cc2c(c(CC(=O)Br)c1C[C@H](C)I)C(=O)c1c(CCc3ccccc3)c(CC(=O)Cl)c(B(C)O)c(B(O)O)c1C2=O.ClCCCl.ClCCCl.ClCCCl.ClCCCl",
  "total_energy_ev": -249760.2215,
  "mol_weight_g_mol": 1197.3
}

=====

2.
{
  "formula": "C41H45BiBr2N6O2P2S",
  "method": "ωB97M-V/def2-TZVPD",
  "symbols": ["Bi", "C", "C", "C", "C", "C", "C", "Br", "C", "C", "Br", "C", "O", "C", "N", "H", "H", "H", "H", "H", "H", "N", "P", "C", "C", "C", "C", "C", "C", "C", "C", "C", "C", "C", "C", "P", "C", "C", "C", "C", "C", "C", "C", "C", "C", "C", "C", "C", "H", "H", "H", "H", "H", "H", "H", "H", "H", "H", "H", "H", "H", "H", "H", "H", "H", "H", "H", "H", "H", "C", "N", "C", "N", "S", "H", "H", "H", "H", "H", "H", "C", "N", "C", "C", "O", "N", "C", "C", "H", "H", "H", "H", "H", "H", "H", "H", "H", "H", "H", "H"],
  "xyz": [[0.52, -0.89, -0.45], [0.66, -1.27, -4.18], [1.90, -1.83, -3.57], [2.91, -2.36, -4.40], [4.04, -2.90, -3.87], [4.19, -2.97, -2.47], [5.31, -3.53, -1.80], [6.79, -4.15, -2.79], [5.33, -3.62, -0.44], [4.27, -3.11, 0.31], [4.31, -3.23, 2.20], [3.18, -2.50, -0.27], [2.21, -1.94, 0.46], [3.14, -2.45, -1.69], [2.03, -1.87, -2.25], [0.86, -0.86, -5.16], [0.22, -0.49, -3.55], [-0.09, -2.06, -4.29], [2.77, -2.32, -5.48], [4.81, -3.30, -4.51], [6.18, -4.08, 0.06], [-0.60, 0.92, 2.35], [-1.40, 1.27, 0.85], [-3.09, 1.60, 1.47], [-4.06, 0.61, 1.32], [-5.33, 0.79, 1.86], [-5.63, 1.96, 2.56], [-4.66, 2.94, 2.71], [-3.39, 2.77, 2.17], [-0.80, 2.97, 0.51], [-1.54, 3.78, -0.36], [-1.13, 5.07, -0.64], [0.03, 5.57, -0.06], [0.78, 4.77, 0.80], [0.37, 3.47, 1.08], [0.27, -0.52, 2.36], [0.80, -0.68, 4.09], [0.96, 0.45, 4.89], [1.25, 0.31, 6.24], [1.42, -0.95, 6.79], [1.31, -2.08, 5.98], [1.01, -1.95, 4.64], [-0.94, -1.89, 2.27], [-0.57, -3.11, 1.70], [-1.48, -4.16, 1.64], [-2.76, -4.00, 2.14], [-3.13, -2.79, 2.72], [-2.23, -1.74, 2.79], [-1.06, 1.21, 3.21], [-3.84, -0.31, 0.79], [-6.08, 0.02, 1.74], [-6.62, 2.10, 2.97], [-4.88, 3.85, 3.26], [-2.65, 3.54, 2.30], [-2.46, 3.39, -0.80], [-1.72, 5.70, -1.29], [0.35, 6.59, -0.27], [1.67, 5.17, 1.26], [0.94, 2.86, 1.76], [0.85, 1.45, 4.47], [1.36, 1.19, 6.86], [1.63, -1.06, 7.84], [1.45, -3.07, 6.41], [0.91, -2.83, 4.02], [0.45, -3.26, 1.34], [-1.18, -5.12, 1.21], [-3.47, -4.82, 2.10], [-4.13, -2.67, 3.14], [-2.52, -0.80, 3.25], [5.22, 0.00, 1.24], [3.87, 0.23, 0.72], [3.63, 0.83, -0.42], [4.63, 1.31, -1.15], [2.02, 1.16, -1.00], [5.15, -0.50, 2.20], [5.75, 0.95, 1.38], [5.80, -0.64, 0.56], [3.11, -0.26, 1.16], [5.58, 1.27, -0.84], [4.42, 1.82, -1.99], [-4.22, 0.04, -4.04], [-3.03, -0.08, -3.18], [-3.08, -1.18, -2.20], [-1.95, 0.75, -3.09], [-1.15, 0.54, -2.15], [-1.70, 1.76, -3.96], [-2.48, 2.18, -5.14], [-0.41, 2.45, -3.88], [-4.81, -0.86, -3.92], [-3.96, 0.11, -5.09], [-4.84, 0.89, -3.76], [-4.10, -1.54, -2.12], [-2.76, -0.83, -1.22], [-2.43, -2.00, -2.50], [-3.52, 2.33, -4.90], [-2.39, 1.47, -5.96], [-2.08, 3.13, -5.47], [0.13, 2.15, -2.99], [-0.57, 3.53, -3.83], [0.20, 2.22, -4.76]],
  "lowdin_charge": [1.590, -0.007, -0.292, 0.011, 0.008, -0.178, -0.620, 0.843, -0.151, -0.594, 0.858, -0.421, -0.468, -0.155, 0.009, 0.095, 0.034, 0.106, 0.128, 0.094, 0.109, -0.402, 0.943, -0.360, -0.118, -0.066, -0.056, -0.056, -0.081, -0.399, -0.107, -0.068, -0.066, -0.072, -0.130, 0.863, -0.337, -0.093, -0.062, -0.054, -0.054, -0.082, -0.420, -0.159, -0.060, -0.053, -0.054, -0.090, 0.073, 0.084, 0.112, 0.115, 0.115, 0.111, 0.112, 0.112, 0.112, 0.110, 0.083, 0.098, 0.115, 0.117, 0.116, 0.103, 0.079, 0.115, 0.116, 0.117, 0.105, -0.048, 0.000, -0.760, 0.158, 0.656, 0.059, 0.103, 0.098, 0.078, 0.117, 0.113, -0.033, -0.091, -0.037, -0.486, -0.264, -0.098, -0.035, -0.040, 0.088, 0.078, 0.098, 0.091, 0.044, 0.090, 0.080, 0.097, 0.091, 0.035, 0.094, 0.099],
  "lumo_ev": -5.56,
  "total_charge": 2,
  "max_force_ev_per_a": 1.121,
  "total_energy_ev": -231611.2432,
  "mol_weight_g_mol": 1116.7
}

=====

3.
{
  "formula": "C41H45F3NO3S",
  "method": "ωB97M-V/def2-TZVPD",
  "symbols": ["C", "C", "C", "C", "C", "C", "C", "C", "C", "C", "C", "C", "N", "C", "C", "C", "C", "C", "C", "C", "C", "C", "C", "C", "C", "C", "C", "C", "O", "H", "H", "H", "H", "H", "H", "H", "H", "H", "H", "H", "H", "H", "H", "H", "H", "H", "H", "H", "H", "H", "H", "H", "H", "H", "H", "H", "H", "H", "H", "H", "H", "H", "H", "H", "F", "C", "F", "F", "C", "C", "C", "C", "C", "S", "C", "C", "C", "C", "C", "C", "O", "O", "C", "C", "H", "H", "H", "H", "H", "H", "H", "H", "H", "H"],
  "xyz": [[5.75, -1.47, 1.55], [4.88, -2.16, 2.60], [4.77, -3.64, 2.23], [5.55, -2.09, 3.97], [3.50, -1.45, 2.65], [2.36, -2.02, 2.17], [1.09, -1.36, 2.24], [-0.05, -2.02, 1.80], [-1.40, -1.57, 1.93], [-1.89, -0.32, 1.46], [-3.21, 0.05, 1.65], [-4.07, -0.78, 2.44], [-5.35, -0.40, 2.72], [-5.96, 0.72, 2.04], [-4.97, 1.84, 1.74], [-3.72, 1.32, 1.05], [-6.28, -1.28, 3.39], [-5.61, -2.20, 4.40], [-4.41, -2.92, 3.79], [-3.58, -2.03, 2.92], [-2.31, -2.44, 2.58], [1.04, -0.06, 2.84], [2.15, 0.62, 3.24], [2.10, 2.10, 3.74], [2.69, 2.22, 5.14], [0.66, 2.62, 3.76], [2.94, 2.98, 2.81], [3.45, -0.05, 3.13], [4.51, 0.57, 3.39], [5.90, -0.42, 1.82], [6.72, -1.97, 1.47], [5.25, -1.51, 0.57], [4.13, -4.18, 2.94], [4.37, -3.78, 1.21], [5.77, -4.09, 2.26], [4.91, -2.58, 4.71], [6.52, -2.60, 3.94], [5.69, -1.05, 4.26], [2.39, -3.01, 1.73], [0.08, -3.08, 1.54], [-1.22, 0.33, 0.90], [-6.41, 0.38, 1.09], [-6.77, 1.09, 2.67], [-5.47, 2.58, 1.11], [-4.68, 2.34, 2.67], [-2.93, 2.08, 1.09], [-3.93, 1.16, -0.02], [-7.03, -0.65, 3.89], [-6.82, -1.88, 2.64], [-5.28, -1.62, 5.27], [-6.34, -2.94, 4.73], [-3.78, -3.32, 4.60], [-4.75, -3.78, 3.21], [-1.98, -3.42, 2.90], [0.05, 0.38, 2.98], [3.73, 1.88, 5.12], [2.66, 3.26, 5.47], [2.12, 1.60, 5.85], [0.26, 2.63, 2.75], [0.03, 2.00, 4.41], [0.64, 3.65, 4.15], [2.61, 2.83, 1.78], [2.81, 4.04, 3.06], [3.99, 2.70, 2.87], [-3.88, -0.97, -5.44], [-4.18, 0.26, -4.91], [-4.51, 1.07, -5.96], [-5.32, 0.11, -4.16], [-3.04, 0.79, -4.08], [-2.76, 2.16, -4.09], [-1.79, 2.64, -3.24], [-1.13, 1.78, -2.32], [-0.39, 2.38, -1.27], [1.14, 1.95, -0.66], [2.10, 3.46, -0.75], [3.17, 3.57, -1.65], [3.87, 4.78, -1.77], [3.50, 5.88, -0.99], [2.42, 5.77, -0.10], [1.73, 4.57, 0.02], [0.93, 1.74, 0.77], [1.82, 0.93, -1.43], [-1.35, 0.38, -2.42], [-2.33, -0.10, -3.28], [-3.31, 2.83, -4.75], [-1.53, 3.70, -3.25], [-0.77, 3.28, -0.78], [3.46, 2.71, -2.25], [4.71, 4.85, -2.47], [4.04, 6.82, -1.08], [2.12, 6.63, 0.51], [0.90, 4.48, 0.73], [-0.78, -0.30, -1.78], [-2.54, -1.17, -3.32]],
  "lowdin_charge": [-0.045, -0.552, -0.082, -0.055, -0.069, 0.029, -0.183, 0.036, -0.216, 0.032, -0.128, -0.100, -0.094, -0.170, -0.170, -0.139, -0.169, -0.175, -0.162, -0.157, 0.004, 0.022, -0.063, -0.526, -0.059, -0.066, -0.043, -0.256, -0.002, 0.079, 0.081, 0.092, 0.086, 0.080, 0.081, 0.088, 0.080, 0.072, 0.110, 0.119, 0.113, 0.132, 0.115, 0.112, 0.118, 0.122, 0.130, 0.117, 0.129, 0.118, 0.109, 0.117, 0.121, 0.123, 0.104, 0.072, 0.081, 0.083, 0.065, 0.084, 0.083, 0.051, 0.088, 0.079, 0.094, -0.532, 0.095, 0.094, -0.175, -0.046, -0.047, -0.294, -0.262, 0.629, -0.272, -0.056, -0.091, -0.104, -0.089, -0.089, -0.363, -0.330, -0.028, -0.036, 0.110, 0.106, 0.071, 0.107, 0.097, 0.093, 0.099, 0.114, 0.111, 0.116],
  "lumo_ev": 1.81,
  "total_charge": -1,
  "max_force_ev_per_a": 2.729,
  "total_energy_ev": -69869.1701,
  "mol_weight_g_mol": 688.9
}

=====

Gap between HOMO and LUMO in eV, matching the order above: 7.1, 7.2, 5.4